69
Properties=species:S:1:pos:R:3 method="wB97M-V/def2-TZVPD" e_lumo_ev=-11.362 energy_ha=-2220.3463 homo_energy_ev=-16.398 charge=+3 fmax_ev_per_a=0.634 gap_ev=5.0
Mo 0.08 -0.19 -0.83
C -0.42 -2.92 -5.88
O -0.52 -2.39 -4.54
C -1.71 -2.25 -3.98
C -2.92 -2.76 -4.48
C -4.12 -2.55 -3.82
C -4.17 -1.85 -2.62
C -2.99 -1.35 -2.08
C -3.01 -0.64 -0.86
N -1.96 -0.13 -0.25
N -2.27 0.55 0.91
C -1.21 1.08 1.40
O -0.05 0.87 0.73
C -1.15 1.87 2.62
C -2.33 2.12 3.33
C -2.28 2.89 4.48
C -1.06 3.39 4.93
C 0.11 3.14 4.23
C 0.07 2.37 3.07
C -1.77 -1.56 -2.77
O -0.64 -1.09 -2.23
H 0.52 -2.55 -6.27
H -1.24 -2.56 -6.50
H -0.42 -4.01 -5.84
H -2.92 -3.32 -5.40
H -5.03 -2.96 -4.24
H -5.11 -1.71 -2.10
H -3.96 -0.48 -0.37
H -3.27 1.72 2.98
H -3.18 3.08 5.04
H -1.03 3.98 5.83
H 1.05 3.52 4.59
H 0.99 2.16 2.53
C 3.34 -5.79 3.50
O 2.27 -5.00 2.91
C 2.53 -4.05 2.07
C 3.83 -3.69 1.64
C 3.99 -2.68 0.75
C 2.87 -1.94 0.23
C 3.03 -0.91 -0.67
C 4.30 -0.48 -1.31
O 2.00 -0.18 -1.05
C 1.57 -2.34 0.68
O 0.48 -1.74 0.18
C 1.40 -3.36 1.57
H 2.84 -6.49 4.16
H 4.01 -5.14 4.07
H 3.87 -6.33 2.72
H 4.70 -4.21 2.02
H 4.98 -2.41 0.43
H 5.15 -1.10 -1.07
H 4.51 0.56 -1.02
H 4.15 -0.48 -2.39
H 0.41 -3.67 1.88
S 0.15 1.87 -2.13
C -0.22 3.14 -0.96
N 0.75 3.85 -0.43
C 0.53 5.04 0.40
C -0.84 5.62 0.09
C -1.89 4.53 0.18
N -1.48 3.41 -0.70
H 1.69 3.61 -0.70
H 1.32 5.75 0.17
H 0.61 4.76 1.45
H -0.84 6.07 -0.91
H -1.07 6.41 0.80
H -2.86 4.87 -0.16
H -1.99 4.15 1.20
H -2.18 2.91 -1.22